No. 1
Entry from the OMol25 dataset: 5 unconnected molecules or ions with the total composition CH12NO4 (wB97M-V/def2-TZVPD).

Geometry as XYZ:
```
18
Properties=species:S:1:pos:R:3:mulliken_charge:R:1
C -0.95724 0.59067 2.43559 -0.08
N -0.24585 -0.46063 2.11461 -0.11
H -1.35227 0.68138 3.45949 0.30
H -1.39232 1.16749 1.58627 0.28
H 0.40414 -0.70100 1.30079 0.36
H -0.34872 -1.08146 2.90636 0.26
H 0.25274 -4.53762 -0.43587 0.30
H 1.75069 -4.46898 -0.83359 0.32
O 0.92826 -3.93636 -0.75994 -0.65
H 0.77644 -2.04622 -0.75268 0.38
H 0.83111 -0.55751 -1.10884 0.32
O 0.65571 -1.15412 -0.35180 -0.68
H 0.51586 2.79195 0.67762 0.31
H -0.22305 2.80025 -0.65944 0.33
O -0.04123 2.23842 0.17659 -0.63
H 0.24112 2.66902 -3.50082 0.31
H -1.34876 3.06283 -3.32754 0.32
O -0.44663 2.94190 -2.92681 -0.62
```

Values from the calculation:
LUMO level	-4.8	eV
charge	+1
HOMO-LUMO gap	9.72	eV
multiplicity	1
calculated total energy	-400.7342	Eh



No. 2
Entry from the OMol25 dataset: a molecular structure, C35H26Br2N8O3Os (wB97M-V/def2-TZVPD).

Geometry as XYZ:
```
75
Properties=species:S:1:pos:R:3:mulliken_charge:R:1
Os -0.21455 1.30994 0.43044 1.00
C -1.78245 -1.43070 3.35749 -1.12
C -0.67991 -2.05812 3.93204 -0.71
C 0.57358 -1.66753 3.53652 -0.37
C 0.74950 -0.66560 2.57886 0.25
N -0.32721 -0.04211 2.03542 0.42
C -1.55874 -0.45062 2.43267 -0.38
N 2.07177 -0.41533 2.26708 -0.42
C 2.49054 0.35074 1.34503 0.07
N 1.72992 1.13415 0.46201 -0.09
C 2.60333 1.81969 -0.39537 0.36
N 2.31018 2.65657 -1.30961 -0.53
C 1.08117 3.22631 -1.53104 0.37
C 0.98861 4.03948 -2.67002 -0.60
C -0.12562 4.80236 -2.89061 -0.46
C -1.15113 4.79643 -1.93709 -0.96
C -1.03448 3.95725 -0.86927 -0.22
N 0.02703 3.12682 -0.67977 0.08
C 3.97494 1.42284 -0.05405 0.02
C 5.18168 1.80973 -0.60314 -0.18
C 6.33277 1.28064 -0.03207 -0.67
C 6.26607 0.40243 1.05069 -0.67
C 5.04550 0.02062 1.59493 -0.30
C 3.90826 0.54854 1.01715 0.38
H -2.79628 -1.69896 3.61836 0.51
H -0.80461 -2.84123 4.66846 0.45
H 1.46763 -2.13051 3.92397 0.53
H -2.39533 0.02520 1.95529 0.76
H 1.84517 4.06162 -3.32805 0.54
H -0.19132 5.43516 -3.76567 0.48
H -2.01366 5.44182 -2.02266 0.49
H -1.79472 3.94456 -0.10417 0.48
H 5.22433 2.49272 -1.44100 0.56
H 7.29988 1.55648 -0.43036 0.43
H 7.18314 0.01535 1.47451 0.43
H 4.98381 -0.65674 2.43602 0.60
C -2.68101 2.61165 2.33996 -1.55
C -3.20266 2.08991 1.03622 0.98
C -4.56677 2.22245 0.72951 -1.25
C -5.04719 1.81676 -0.48307 -1.14
C -4.15451 1.29699 -1.43969 1.27
C -4.54088 0.89024 -2.76962 0.08
Br -6.32121 0.95187 -3.27422 -0.08
C -3.61155 0.44899 -3.69687 -0.31
C -2.27259 0.37568 -3.36314 0.03
Br -1.02197 -0.19221 -4.59229 -0.01
C -1.81359 0.72188 -2.04029 0.78
O -0.61362 0.63022 -1.71756 -0.72
C -2.81690 1.19375 -1.07830 -1.02
N -2.35915 1.54483 0.15700 0.66
H -2.88731 3.68192 2.40939 0.51
H -1.60793 2.46347 2.45297 0.08
H -3.18654 2.13449 3.18092 0.49
H -5.22692 2.65635 1.46947 0.62
H -6.09887 1.90995 -0.71929 0.47
H -3.93314 0.16249 -4.68875 0.51
O 2.55146 -3.79478 1.83140 -0.37
C 1.95776 -4.99814 1.36079 -0.57
N 2.24868 -5.30250 -0.00987 -0.11
C 1.61527 -4.79204 -1.11083 0.10
O 1.93994 -5.07656 -2.24024 -0.58
C 0.42825 -3.89279 -0.88477 -0.01
C -0.80640 -4.27194 -1.38824 -0.60
C -1.87145 -3.39176 -1.27817 -1.23
C -1.64053 -2.15203 -0.70827 -0.09
N -0.45186 -1.75955 -0.24712 0.49
C 0.55419 -2.63237 -0.31952 -0.31
H 3.50934 -3.90600 1.84489 0.25
H 0.88700 -4.86006 1.48644 0.38
H 2.27398 -5.84839 1.96332 0.42
H 3.02766 -5.90792 -0.22480 0.26
H -0.92207 -5.23581 -1.86846 0.52
H -2.85549 -3.65820 -1.63982 0.50
H -2.46091 -1.44482 -0.60585 0.46
H 1.51072 -2.30605 0.07375 0.56
```

Values from the calculation:
LUMO level (spin up / spin down)	-6.4 / -8.2	eV
charge	+2
HOMO-LUMO gap (spin up / spin down)	7.16 / 5.40	eV
⟨S²⟩	6.04
multiplicity	5
calculated total energy	-7251.3651	Eh



No. 3
Entry from the OMol25 dataset: a molecular structure, CH4FN2ORb (wB97M-V/def2-TZVPD).

Geometry as XYZ:
```
10
Properties=species:S:1:pos:R:3:mulliken_charge:R:1
Rb -4.51677 -0.45474 2.41844 0.96
F -2.04075 3.77022 3.45324 -0.96
C 1.08713 -0.68236 -0.29683 0.65
O 1.53602 -1.22812 0.72775 -0.66
N 1.14061 -1.10562 -1.53014 -0.37
N 0.33086 0.43328 -0.28934 -0.41
H 0.62099 -0.59808 -2.23192 0.18
H 1.63171 -1.97758 -1.66662 0.22
H 0.06620 0.89834 -1.14595 0.15
H 0.14400 0.94465 0.56136 0.23
```

Values from the calculation:
LUMO level	-2.0	eV
charge	0
HOMO-LUMO gap	4.04	eV
multiplicity	1
calculated total energy	-349.1335	Eh



No. 4
Entry from the OMol25 dataset: a molecular structure, C5H10O (wB97M-V/def2-TZVPD).

Geometry as XYZ:
```
16
Properties=species:S:1:pos:R:3:mulliken_charge:R:1
C 1.56542 0.89231 -0.86481 -0.97
C 0.74452 -0.76890 0.47099 -0.49
C 0.21684 -0.02198 1.68019 -0.37
O -1.01242 -0.76144 1.55010 -0.42
C -0.72816 -1.05341 0.15941 0.40
C -1.60145 -0.22564 -0.76632 -1.33
H 2.17096 0.68211 -1.75103 0.34
H 2.08709 1.56605 -0.18262 0.31
H 0.59089 1.28087 -1.14951 0.22
H 1.60628 -0.22131 -0.34539 0.58
H 0.04019 1.06294 1.60218 0.23
H 0.73040 -0.23431 2.62606 0.26
H -0.89537 -2.12023 -0.04779 0.30
H -2.65028 -0.47831 -0.57309 0.34
H -1.38429 -0.44712 -1.81686 0.34
H -1.48061 0.84837 -0.59152 0.29
```

Values from the calculation:
LUMO level	0.6	eV
charge	0
HOMO-LUMO gap	8.62	eV
multiplicity	1
calculated total energy	-271.5485	Eh



No. 5
Entry from the OMol25 dataset: a molecular structure, C21H30FIN6O10P2PdS (wB97M-V/def2-TZVPD).

Geometry as XYZ:
```
73
Properties=species:S:1:pos:R:3:mulliken_charge:R:1
Pd -1.13029 -2.25305 -1.47620 0.99
N -3.83823 -5.23038 -0.57977 -0.13
C -4.34511 -3.88625 -1.06840 0.97
C -5.86190 -3.97899 -1.21207 -1.73
P -3.88637 -2.54297 0.12937 0.51
O -3.12985 -3.38401 1.27431 -0.44
O -5.03759 -1.81059 0.65444 -0.75
O -2.84030 -1.72811 -0.64985 -0.24
P -3.57719 -3.78350 -2.76390 0.60
O -4.24366 -2.51394 -3.42316 -0.52
O -3.88599 -5.09099 -3.37335 -0.84
O -2.05443 -3.52709 -2.64057 -0.37
H -4.36747 -5.56225 0.22709 0.42
H -2.85649 -5.15613 -0.28780 -0.21
H -3.92250 -5.88394 -1.37439 0.44
H -6.32840 -4.17457 -0.24489 0.44
H -6.13634 -4.75878 -1.92410 0.51
H -6.25072 -3.02327 -1.55594 0.41
H -3.51552 -3.17675 2.13711 0.32
H -4.91016 -2.73109 -4.08895 0.37
C 3.90384 3.19716 -2.06669 -1.01
C 4.22248 2.06130 -1.10960 -1.01
N 3.02944 1.24679 -0.80188 0.24
C 2.81556 0.14338 -1.51170 -0.40
C 1.71245 -0.67177 -1.38285 -0.68
C 1.67183 -1.85171 -2.30283 0.40
O 2.64638 -2.14327 -2.95199 -0.66
O 0.59740 -2.61454 -2.31849 -0.45
C 0.74573 -0.34471 -0.42522 2.42
O -0.31825 -1.00575 -0.17793 -1.49
C 0.96361 0.85315 0.35594 0.98
C 0.01499 1.24997 1.30677 -0.61
C 0.20648 2.39185 2.02187 0.16
F -0.69599 2.71590 2.96236 -0.33
C 1.32201 3.23191 1.82056 -1.43
C 2.25233 2.83761 0.87309 -0.59
C 2.09692 1.64899 0.14825 0.04
N 1.50436 4.44086 2.51649 0.23
C 0.39979 5.09817 3.21372 -0.70
C 0.84295 6.51547 3.60061 -0.78
N 1.89448 6.97213 2.63159 -0.15
C 3.16923 6.17939 2.80451 -0.73
C 2.78681 4.73380 3.13845 -0.71
H 4.80572 3.77532 -2.26460 0.39
H 3.14271 3.86677 -1.66539 0.32
H 3.53882 2.80585 -3.01605 0.34
H 4.64549 2.41114 -0.16939 0.46
H 4.95394 1.38429 -1.54506 0.49
H 3.56141 -0.12815 -2.24906 0.53
H -0.86262 0.64268 1.48210 0.68
H 3.09069 3.48720 0.67097 0.68
H 0.09246 4.58495 4.12765 0.40
H -0.46168 5.14282 2.54948 0.53
H 1.30025 6.55687 4.58722 0.36
H 0.01280 7.21688 3.57394 0.40
H 2.07972 7.96978 2.73925 0.35
H 1.54571 6.82750 1.68259 0.38
H 3.74560 6.64978 3.59866 0.38
H 3.71844 6.25879 1.86864 0.43
H 2.73029 4.59220 4.22355 0.33
H 3.55838 4.06192 2.77430 0.49
N 0.85211 -5.11179 -1.44963 -0.11
C -0.06171 -5.05248 -0.49760 0.57
O -0.85961 -4.10154 -0.32456 -0.11
C -0.13117 -6.30007 0.35817 -1.54
I -1.25383 -6.16630 2.14118 0.10
H 0.93506 -4.35299 -2.12187 0.28
H 1.43969 -5.92386 -1.53890 0.21
H 0.87325 -6.61098 0.63409 0.62
H -0.57502 -7.09546 -0.23935 0.47
S 0.24048 0.81734 -4.06124 -0.31
C -0.77136 -0.09138 -3.26911 0.67
N -1.55235 -0.80646 -2.70403 -0.30
```

Values from the calculation:
LUMO level (spin up / spin down)	-6.5 / -6.5	eV
charge	+2
HOMO-LUMO gap (spin up / spin down)	6.77 / 6.77	eV
multiplicity	1
calculated total energy	-3505.2057	Eh



No. 6
Entry from the OMol25 dataset: C5H7NO in the gas phase (wB97M-V/def2-TZVPD).

Geometry as XYZ:
```
14
Properties=species:S:1:pos:R:3:mulliken_charge:R:1
C -1.43969 -0.39071 0.33832 -0.76
C -0.61770 0.48493 -0.56257 -0.17
C 0.49402 1.33343 0.00912 -0.43
O 1.53400 0.59643 0.66866 -0.39
C 1.60851 -0.74308 0.52542 0.02
N 0.78937 -1.54874 -0.00227 -0.57
C -0.40647 -1.00329 -0.56755 0.07
H -1.21525 -0.38141 1.40262 0.25
H -2.48840 -0.53644 0.09496 0.27
H -1.11435 0.92655 -1.42306 0.36
H 0.11933 2.03920 0.75824 0.26
H 0.97083 1.90657 -0.79353 0.31
H 2.53498 -1.10691 0.96759 0.40
H -0.76918 -1.57654 -1.41595 0.37
```

Values from the calculation:
SMILES	C1=N[C@H]2C[C@H]2CO1
LUMO level	1.0	eV
charge	0
HOMO-LUMO gap	10.15	eV
multiplicity	1
calculated total energy	-324.6671	Eh



No. 7
Entry from the OMol25 dataset: a gas-phase ion, C5H10NO2 (charge +1) (wB97M-V/def2-TZVPD).

Geometry as XYZ:
```
18
Properties=species:S:1:pos:R:3:mulliken_charge:R:1
O 0.69902 1.86075 0.31863 -0.67
C 0.05165 1.74647 -0.70794 0.60
O 0.11565 2.69821 -1.63160 -0.43
C -0.78835 0.60226 -1.27179 -0.58
C -1.27393 -0.48371 -0.25027 -0.57
C -0.48509 -0.76690 1.07975 -0.69
C 1.73351 -1.82475 1.04941 -0.10
N 0.95982 -0.82570 0.92553 0.15
H 0.64721 3.44577 -1.33140 0.35
H -0.49040 0.10320 -2.21377 0.41
H -1.58505 1.23916 -1.68456 0.31
H -2.29684 -0.35206 0.08278 0.36
H -1.23755 -1.39440 -0.86977 0.31
H -0.84667 -1.74171 1.39813 0.40
H -0.77489 0.04713 1.75824 0.31
H 2.77973 -1.63227 1.28413 0.27
H 1.41921 -2.85152 1.12876 0.28
H 1.37296 0.13007 0.93573 0.28
```

Values from the calculation:
SMILES	C=[NH+]CCCC(=O)O
LUMO level	-5.0	eV
charge	+1
HOMO-LUMO gap	9.80	eV
multiplicity	1
calculated total energy	-401.4890	Eh



No. 8
Entry from the OMol25 dataset: C7H12 in the gas phase (wB97M-V/def2-TZVPD).

Geometry as XYZ:
```
19
Properties=species:S:1:pos:R:3:mulliken_charge:R:1
C -0.85219 1.46385 -1.68644 -1.03
C -1.19248 0.63003 -0.38578 -0.91
C -0.17281 0.42279 0.77477 0.88
C 0.65813 -0.67041 0.79692 -0.83
C 0.74729 -1.81165 -0.37850 -0.19
C 1.20143 -3.08442 0.04771 -0.78
C 0.21009 1.53547 1.72232 -1.12
H -0.12333 1.04731 -2.30468 0.32
H -0.68323 2.45748 -1.47593 0.37
H -1.79972 1.41663 -2.21739 0.32
H -2.04882 1.08743 -0.02604 0.45
H -1.67221 -0.30076 -0.81039 0.38
H 1.37216 -0.97226 1.43727 0.36
H 0.46906 -1.76102 -1.36796 0.40
H 1.51571 -3.82696 -0.74521 0.23
H 1.54889 -3.34461 1.09619 0.26
H -0.68593 2.11188 2.17582 0.30
H 0.42093 2.49734 1.14054 0.26
H 1.08699 1.10189 2.20679 0.33
```

Values from the calculation:
SMILES	C=C/C=C(/C)CC
LUMO level	1.0	eV
charge	0
HOMO-LUMO gap	9.43	eV
multiplicity	1
calculated total energy	-273.7887	Eh